No. 1
{"formula": "C58H158F6NO47S25", "method": "ωB97M-V/def2-TZVPD", "species": ["C", "F", "F", "F", "S", "O", "O", "N", "S", "O", "O", "C", "F", "F", "F", "O", "S", "O", "O", "C", "C", "C", "H", "H", "H", "H", "H", "H", "H", "H", "O", "S", "O", "O", "C", "C", "C", "H", "H", "H", "H", "H", "H", "H", "H", "O", "S", "O", "O", "C", "C", "C", "H", "H", "H", "H", "H", "H", "H", "H", "O", "S", "O", "O", "C", "C", "C", "H", "H", "H", "H", "H", "H", "H", "H", "O", "S", "O", "O", "C", "C", "C", "H", "H", "H", "H", "H", "H", "H", "H", "O", "S", "O", "O", "C", "C", "C", "H", "H", "H", "H", "H", "H", "H", "H", "O", "S", "O", "O", "C", "C", "C", "H", "H", "H", "H", "H", "H", "H", "H", "O", "S", "O", "O", "C", "C", "C", "H", "H", "H", "H", "H", "H", "H", "H", "O", "S", "O", "O", "C", "C", "C", "H", "H", "H", "H", "H", "H", "H", "H", "O", "S", "O", "O", "C", "C", "C", "H", "H", "H", "H", "H", "H", "H", "H", "C", "S", "O", "C", "H", "H", "H", "H", "H", "H", "C", "S", "O", "C", "H", "H", "H", "H", "H", "H", "C", "S", "O", "C", "H", "H", "H", "H", "H", "H", "C", "S", "O", "C", "H", "H", "H", "H", "H", "H", "C", "S", "O", "C", "H", "H", "H", "H", "H", "H", "C", "S", "O", "C", "H", "H", "H", "H", "H", "H", "C", "S", "O", "C", "H", "H", "H", "H", "H", "H", "C", "S", "O", "C", "H", "H", "H", "H", "H", "H", "C", "S", "O", "C", "H", "H", "H", "H", "H", "H", "C", "S", "O", "C", "H", "H", "H", "H", "H", "H", "C", "S", "O", "C", "H", "H", "H", "H", "H", "H", "C", "S", "O", "C", "H", "H", "H", "H", "H", "H", "C", "S", "O", "C", "H", "H", "H", "H", "H", "H"], "coordinates": [[7.04, -34.91, 3.59], [8.14, -34.60, 4.29], [6.81, -33.87, 2.80], [7.25, -36.01, 2.88], [5.69, -35.14, 4.73], [4.72, -35.59, 3.77], [6.04, -35.95, 5.86], [5.31, -33.65, 5.10], [5.91, -32.80, 6.37], [5.10, -32.65, 7.53], [7.30, -33.14, 6.55], [5.67, -31.10, 5.75], [4.37, -30.90, 5.42], [6.00, -30.23, 6.69], [6.40, -30.73, 4.70], [3.63, -25.98, 0.12], [2.92, -26.67, 1.13], [1.59, -26.29, 1.47], [2.81, -28.15, 0.71], [4.02, -28.75, 0.10], [3.63, -30.05, -0.50], [3.96, -26.79, 2.50], [4.71, -28.88, 0.91], [4.45, -28.10, -0.68], [2.95, -29.91, -1.35], [3.25, -30.79, 0.25], [4.53, -30.51, -0.84], [4.77, -27.45, 2.24], [3.41, -27.11, 3.35], [4.36, -25.79, 2.60], [12.42, -34.68, -2.27], [11.25, -34.42, -3.08], [11.10, -34.97, -4.37], [10.00, -34.84, -2.20], [10.17, -35.80, -1.10], [9.06, -35.48, -0.05], [11.11, -32.63, -3.25], [11.08, -35.53, -0.57], [10.28, -36.80, -1.56], [9.03, -34.37, 0.12], [9.40, -35.94, 0.89], [8.01, -35.76, -0.33], [11.26, -32.27, -2.22], [10.13, -32.32, -3.66], [11.90, -32.44, -3.94], [9.46, -34.43, 9.65], [10.26, -34.42, 10.86], [10.85, -35.68, 11.28], [11.40, -33.31, 10.84], [11.03, -32.01, 10.24], [12.31, -31.19, 10.30], [9.39, -33.80, 12.38], [10.29, -31.60, 10.92], [10.66, -32.27, 9.24], [13.11, -31.73, 9.68], [12.52, -31.04, 11.33], [12.10, -30.26, 9.87], [8.93, -32.83, 12.17], [10.24, -33.58, 13.04], [8.73, -34.53, 12.79], [11.65, -26.00, 11.82], [10.50, -26.84, 11.93], [9.20, -26.26, 11.88], [10.57, -27.94, 10.78], [9.92, -27.61, 9.44], [8.82, -28.56, 9.41], [10.62, -27.87, 13.23], [10.66, -27.74, 8.64], [9.53, -26.55, 9.41], [8.24, -28.59, 8.50], [8.14, -28.38, 10.22], [9.08, -29.60, 9.68], [10.35, -27.21, 14.08], [11.61, -28.29, 13.36], [9.87, -28.64, 13.02], [3.43, -27.26, 5.75], [2.18, -27.53, 6.33], [1.52, -26.45, 6.96], [1.21, -28.32, 5.25], [0.30, -27.54, 4.32], [-1.06, -28.09, 4.69], [2.46, -28.77, 7.58], [0.61, -27.70, 3.34], [0.30, -26.49, 4.53], [-1.27, -27.92, 5.80], [-1.09, -29.17, 4.57], [-1.88, -27.71, 4.06], [3.10, -29.50, 7.10], [1.49, -29.25, 7.79], [2.89, -28.19, 8.41], [7.04, -29.22, 2.15], [7.79, -29.60, 0.97], [7.15, -29.68, -0.31], [8.94, -28.48, 0.76], [9.38, -28.15, -0.58], [10.57, -27.31, -0.18], [8.69, -31.03, 1.41], [8.63, -27.62, -1.14], [9.55, -29.07, -1.09], [10.22, -26.50, 0.36], [11.13, -27.04, -1.06], [11.30, -27.92, 0.32], [9.21, -31.47, 0.50], [7.97, -31.71, 1.83], [9.37, -30.56, 2.09], [1.22, -38.26, 0.77], [1.78, -38.90, 1.94], [2.86, -39.81, 1.71], [2.39, -37.81, 2.90], [1.63, -36.95, 3.90], [2.19, -37.32, 5.30], [0.59, -39.70, 2.92], [0.59, -37.09, 3.63], [1.86, -35.91, 3.63], [3.25, -37.20, 5.16], [2.01, -38.35, 5.72], [1.85, -36.67, 6.09], [0.25, -40.51, 2.32], [-0.24, -39.11, 3.28], [1.23, -40.12, 3.71], [8.80, -40.67, 2.11], [9.56, -39.49, 2.36], [10.22, -38.75, 1.31], [8.67, -38.49, 3.17], [7.84, -38.88, 4.27], [6.41, -38.91, 3.95], [10.86, -39.92, 3.50], [7.95, -38.15, 5.08], [8.19, -39.83, 4.58], [6.20, -39.71, 3.23], [5.93, -37.96, 3.58], [5.97, -39.19, 4.93], [10.51, -40.39, 4.38], [11.46, -39.08, 3.78], [11.42, -40.66, 2.93], [4.91, -31.37, 13.23], [5.96, -30.56, 12.71], [7.09, -30.21, 13.56], [6.65, -31.16, 11.37], [6.00, -31.96, 10.34], [6.23, -33.49, 10.52], [5.32, -29.08, 11.97], [6.48, -31.53, 9.39], [4.90, -31.74, 10.33], [5.73, -34.02, 9.72], [5.94, -33.83, 11.54], [7.29, -33.78, 10.50], [4.64, -28.59, 12.62], [4.68, -29.45, 11.15], [6.21, -28.53, 11.68], [2.88, -31.06, 9.27], [1.74, -31.79, 9.72], [0.55, -31.78, 8.93], [2.18, -33.30, 9.92], [1.21, -34.35, 10.01], [1.70, -35.26, 11.08], [1.43, -31.44, 11.42], [1.08, -34.95, 9.11], [0.34, -33.82, 10.32], [1.11, -36.13, 11.33], [1.80, -34.79, 12.03], [2.70, -35.67, 10.90], [2.22, -31.82, 12.06], [0.42, -31.88, 11.57], [1.37, -30.36, 11.61], [13.62, -33.42, 0.75], [11.98, -32.92, 1.17], [11.24, -33.93, 2.03], [12.56, -31.71, 2.38], [13.65, -34.21, 0.01], [14.18, -33.64, 1.68], [14.09, -32.52, 0.36], [13.30, -31.05, 1.81], [13.12, -32.31, 3.07], [11.85, -31.07, 2.87], [6.67, -37.00, 9.10], [4.95, -37.22, 9.70], [4.88, -36.63, 11.04], [4.17, -36.14, 8.47], [7.33, -37.41, 9.85], [6.86, -35.97, 9.04], [6.66, -37.59, 8.14], [4.74, -35.20, 8.52], [3.12, -36.02, 8.63], [4.54, -36.60, 7.52], [0.26, -31.69, 0.98], [0.80, -32.64, 2.34], [0.48, -34.07, 1.98], [2.56, -32.52, 2.16], [-0.84, -31.93, 0.88], [0.86, -32.02, 0.15], [0.45, -30.63, 1.26], [2.76, -32.63, 1.10], [2.97, -33.33, 2.68], [2.84, -31.60, 2.69], [7.30, -27.30, 5.46], [7.92, -25.63, 5.87], [7.75, -25.38, 7.32], [9.67, -26.04, 5.58], [7.33, -27.36, 4.37], [6.30, -27.32, 5.79], [7.75, -28.08, 6.05], [10.26, -25.10, 5.61], [9.69, -26.56, 4.63], [10.01, -26.66, 6.46], [13.34, -37.00, 2.48], [13.72, -37.40, 0.83], [15.16, -37.50, 0.80], [13.11, -39.13, 0.87], [12.39, -36.49, 2.50], [14.05, -36.28, 2.78], [13.41, -37.92, 3.05], [12.02, -39.26, 0.71], [13.48, -39.60, 1.83], [13.69, -39.61, 0.01], [7.20, -35.37, -3.38], [7.33, -33.68, -2.80], [7.95, -32.94, -3.94], [5.63, -33.18, -3.06], [8.27, -35.75, -3.47], [6.84, -35.28, -4.35], [6.56, -35.96, -2.78], [5.56, -32.86, -4.11], [5.34, -32.34, -2.48], [4.96, -34.06, -2.99], [13.26, -34.95, 5.81], [12.02, -34.40, 6.97], [12.15, -32.90, 7.05], [10.51, -34.85, 6.08], [14.13, -34.37, 6.01], [12.92, -34.80, 4.80], [13.51, -36.03, 5.89], [10.50, -34.24, 5.18], [9.66, -34.59, 6.75], [10.39, -35.96, 5.86], [2.32, -33.36, 5.62], [0.61, -33.77, 5.72], [0.37, -34.48, 6.95], [0.00, -32.14, 5.87], [2.60, -32.84, 6.51], [2.62, -32.88, 4.71], [2.78, -34.30, 5.64], [0.53, -31.69, 6.68], [-1.06, -32.26, 6.16], [0.11, -31.61, 4.88], [4.40, -25.20, 8.28], [4.83, -25.72, 9.97], [4.36, -27.12, 10.13], [6.58, -25.94, 9.81], [5.05, -24.35, 8.10], [3.37, -24.97, 8.40], [4.67, -26.02, 7.63], [6.89, -26.60, 10.60], [7.25, -25.10, 9.82], [6.62, -26.55, 8.95], [11.24, -30.04, 6.63], [9.87, -29.86, 5.47], [10.43, -29.27, 4.21], [9.71, -31.54, 5.22], [11.94, -30.82, 6.37], [10.90, -30.25, 7.65], [11.71, -29.07, 6.61], [9.52, -32.05, 6.15], [10.57, -32.08, 4.86], [8.88, -31.65, 4.52], [11.87, -39.81, 8.51], [11.23, -38.30, 7.85], [10.56, -38.64, 6.53], [9.95, -37.78, 8.97], [12.67, -40.08, 7.88], [11.08, -40.59, 8.51], [12.23, -39.61, 9.50], [9.06, -38.33, 8.75], [9.68, -36.75, 8.83], [10.22, -37.94, 9.99], [2.86, -35.45, -0.27], [4.56, -35.97, -0.87], [5.41, -34.89, -0.39], [4.87, -37.35, 0.27], [2.72, -34.54, -0.89], [2.96, -35.34, 0.84], [2.14, -36.21, -0.50], [5.15, -36.98, 1.28], [5.79, -37.80, -0.13], [4.12, -38.12, 0.24], [-3.11, -34.85, 0.19], [-2.97, -34.36, 1.95], [-4.42, -34.40, 2.41], [-2.18, -35.77, 2.59], [-3.78, -35.66, 0.22], [-2.16, -35.11, -0.23], [-3.52, -33.95, -0.32], [-2.21, -35.57, 3.65], [-1.14, -36.08, 2.16], [-2.98, -36.54, 2.40]], "mulliken_charge": [-0.478, -0.017, -0.292, 0.207, 0.361, -0.771, 0.219, 0.351, 0.267, 0.079, 0.045, -0.609, 0.065, -0.042, -0.121, -0.721, 1.404, -0.666, -0.213, 0.126, -0.868, -0.101, -0.108, 0.396, 0.435, -0.020, 0.272, -0.134, -0.182, 0.481, -0.614, 1.175, -0.644, -0.184, -0.258, 0.096, -0.707, 0.031, 0.280, -0.337, 0.150, 0.143, 0.050, 0.228, 0.483, 0.001, 0.783, -0.751, -0.449, 0.971, -1.611, -0.818, 0.103, -0.025, 0.166, 0.549, 0.335, -0.099, 0.417, 0.436, -0.673, 1.241, -0.604, -0.386, -0.223, 1.073, -0.669, -0.039, 0.359, -0.029, -0.426, -0.382, 0.373, 0.313, 0.123, -0.350, 0.760, -0.691, 0.088, -0.012, -1.174, -0.360, 0.095, 0.414, 0.256, 0.152, 0.406, -0.142, 0.295, 0.178, -0.286, 1.000, -0.718, -0.172, -0.095, -1.349, 0.184, 0.268, 0.331, 0.343, 0.417, 0.286, 0.012, -0.182, 0.047, -0.700, 1.348, -0.676, -0.160, 0.912, -0.363, -1.080, 0.007, -0.791, -0.161, 0.424, 0.041, 0.463, 0.304, 0.329, -0.736, 1.287, -0.591, -0.240, -0.140, -0.802, -0.961, -0.161, 0.808, 0.521, -0.218, 0.291, 0.389, 0.069, 0.504, -0.636, 1.328, -0.732, -0.181, 0.976, 1.566, -0.527, -0.378, -0.464, -1.033, 0.478, -1.178, 0.663, 0.023, -0.169, -0.272, 0.803, -0.681, 0.236, -0.154, -1.362, -1.256, -0.114, 0.833, 0.375, 0.402, 0.183, 0.339, 0.361, 0.401, -1.195, 0.845, -0.553, -1.008, 0.244, 0.337, 0.480, 0.366, 0.324, 0.141, -0.522, 0.247, -0.632, 0.825, 0.657, -0.055, 0.152, -0.682, 0.246, -0.360, -0.885, 0.521, -0.426, 0.013, 0.299, 0.329, 0.226, 0.216, -0.789, 0.533, 0.349, 0.120, -0.423, -0.237, 0.517, -0.299, -0.376, 0.449, 0.184, -0.275, -1.039, 0.725, -0.751, -0.826, 0.113, 0.535, 0.477, 0.186, 0.252, 0.420, -0.884, 1.179, -0.851, -0.521, 0.175, 0.606, 0.082, 0.422, -0.211, 0.209, -0.877, 0.560, -0.570, 0.319, 0.536, -0.083, 0.312, -0.353, -0.120, 0.329, 0.663, 0.748, -0.712, -0.044, -0.148, 0.005, -0.655, -0.414, 0.547, -0.049, -0.400, 0.005, -0.328, 0.115, 0.506, 0.449, -0.453, -0.119, 0.538, -0.332, -1.201, 1.602, -0.789, -0.461, 0.347, -0.085, 0.630, -0.040, 0.269, -0.314, -1.221, 0.683, -0.644, -0.646, 0.412, 0.303, 0.427, 0.338, -0.218, 0.584, -0.679, 0.144, -0.334, -0.761, 0.351, -0.134, 0.460, -0.206, 0.465, 0.525, -1.019, 0.547, -0.698, -0.691, 0.395, 0.297, 0.316, 0.325, -0.016, 0.498], "charge": -1, "spin_multiplicity": 1, "e_tot_ev": -447602.279, "homo_ev": -7.13, "molar_mass_g_mol": 2537.53}

=====

No. 2
{"formula": "C5H13NO2", "method": "ωB97M-V/def2-TZVPD", "species": ["C", "C", "C", "C", "N", "C", "O", "H", "H", "H", "H", "H", "H", "H", "H", "H", "H", "H", "H", "H", "O"], "coordinates": [[-0.08, 0.12, -1.34], [1.30, -0.24, -1.14], [1.84, -0.90, -0.01], [3.16, -0.86, 0.20], [-0.97, -0.98, -0.94], [-2.34, -0.33, -0.65], [-2.34, 0.55, 0.33], [-0.21, 0.22, -2.42], [-0.40, 1.10, -0.91], [1.97, -0.12, -1.99], [-0.93, 0.49, 1.29], [1.16, -1.42, 0.65], [3.61, -1.13, 1.16], [3.78, -0.26, -0.46], [-0.69, -1.31, -0.01], [-2.61, 0.18, -1.59], [-2.89, -1.30, -0.57], [-2.17, 2.64, 2.44], [-1.72, 2.41, 2.96], [0.60, 0.73, 1.18], [-0.07, 0.42, 1.80]], "mulliken_charge": [-0.724, -0.013, -0.078, -0.725, -0.527, -0.414, -0.735, 0.480, 0.430, 0.365, 0.361, 0.409, 0.301, 0.268, 0.272, 0.345, 0.363, 0.023, -0.030, 0.305, -0.676], "charge": 0, "spin_multiplicity": 1, "e_tot_ev": -10974.618, "de_lowest_ev": 7.261, "homo_ev": -7.89, "molar_mass_g_mol": 119.16}